Entry from the Open Molecules 2025 dataset: a 14-piece molecular cluster, C57H88BF4NO27S3 overall in a non-equilibrium geometry (ωB97M-V/def2-TZVPD).

molar mass	1402.32	g mol⁻¹
ΔE to the lowest compared entry with this formula, charge and spin	27.2	kcal/mol
energy	-161363.0063	eV
E_LUMO	0.000	Ha

Cartesian coordinates (Å):
C -12.484 2.590 20.384
C -13.719 2.638 19.478
N -14.928 3.269 20.119
C -16.016 3.185 19.105
C -15.310 2.446 21.328
C -15.536 0.948 21.132
C -14.694 4.682 20.515
C -14.094 5.630 19.482
O -15.067 5.954 18.525
C -14.598 6.956 17.644
H -11.630 2.099 19.911
H -12.693 1.945 21.240
H -12.099 3.560 20.696
H -14.038 1.642 19.184
H -13.424 3.196 18.592
H -16.830 3.853 19.382
H -16.286 2.139 19.024
H -15.626 3.656 18.202
H -16.249 2.866 21.686
H -14.547 2.629 22.081
H -16.469 0.692 20.630
H -15.648 0.554 22.144
H -14.709 0.373 20.723
H -14.110 4.724 21.435
H -15.626 5.163 20.816
H -13.234 5.152 19.001
H -13.754 6.487 20.073
H -14.388 7.897 18.167
H -15.446 7.092 16.967
H -13.710 6.636 17.101
O -12.256 -1.827 27.756
C -12.557 -0.681 27.629
O -12.725 -0.025 26.506
B -13.461 1.228 26.740
O -13.484 1.379 28.188
C -12.984 0.285 28.775
O -12.863 0.089 29.940
O -14.813 1.177 26.144
C -14.834 1.882 25.040
O -15.709 1.967 24.233
C -13.483 2.641 24.939
O -12.753 2.265 25.963
O -13.162 3.435 24.099
F -15.784 5.221 23.147
C -16.587 5.200 24.235
C -16.239 6.012 25.319
C -17.021 5.850 26.448
C -18.159 5.065 26.423
C -18.547 4.349 25.295
C -17.687 4.369 24.193
H -15.320 6.582 25.305
H -16.684 6.321 27.363
H -18.794 4.932 27.290
H -19.421 3.725 25.419
H -17.900 3.810 23.289
F -9.449 1.116 18.888
C -9.385 -0.226 18.991
C -10.366 -0.887 19.732
C -10.320 -2.279 19.740
C -9.477 -2.995 18.916
C -8.552 -2.304 18.121
C -8.508 -0.927 18.173
H -11.001 -0.249 20.332
H -11.025 -2.935 20.237
H -9.442 -4.074 18.869
H -7.854 -2.865 17.515
H -7.761 -0.406 17.586
F -18.808 9.958 22.350
C -18.644 8.892 21.549
C -18.857 7.611 22.037
C -18.709 6.518 21.206
C -18.342 6.761 19.898
C -18.224 8.035 19.354
C -18.325 9.123 20.223
H -19.039 7.486 23.098
H -18.797 5.487 21.523
H -18.124 5.960 19.197
H -18.030 8.181 18.301
H -18.096 10.119 19.866
F -11.752 7.079 18.099
C -11.046 8.179 18.428
C -10.335 8.822 17.428
C -9.648 10.001 17.717
C -9.757 10.532 19.009
C -10.437 9.857 20.015
C -11.102 8.685 19.711
H -10.220 8.430 16.423
H -9.168 10.582 16.944
H -9.252 11.472 19.191
H -10.454 10.232 21.028
H -11.717 8.210 20.468
C -14.427 5.420 14.089
S -14.270 3.861 15.039
O -13.690 4.224 16.381
C -16.057 3.637 15.387
H -15.024 5.358 13.180
H -13.397 5.647 13.825
H -14.873 6.152 14.760
H -16.433 4.427 16.040
H -16.285 2.699 15.887
H -16.552 3.712 14.418
C -10.905 0.523 23.140
S -12.370 -0.557 23.231
O -13.070 -0.631 21.918
C -11.496 -2.163 23.413
H -10.230 0.200 22.345
H -10.363 0.544 24.084
H -11.206 1.545 22.906
H -12.222 -2.975 23.399
H -10.784 -2.203 24.234
H -10.929 -2.417 22.509
C -20.752 3.000 22.815
S -19.790 2.103 21.540
O -18.673 2.965 20.998
C -18.991 0.887 22.681
H -21.485 3.603 22.283
H -20.101 3.652 23.394
H -21.260 2.298 23.473
H -19.707 0.180 23.083
H -18.464 1.484 23.433
H -18.140 0.495 22.127
C -9.612 6.665 11.485
O -9.880 5.761 12.546
C -9.987 6.216 13.787
O -9.820 7.363 14.107
O -10.352 5.190 14.538
C -10.926 5.439 15.824
H -9.163 7.588 11.852
H -10.590 6.864 11.048
H -8.914 6.224 10.779
H -11.227 4.456 16.163
H -11.718 6.182 15.808
H -10.130 5.802 16.480
C -17.801 11.841 15.328
O -18.483 10.593 15.225
C -17.786 9.487 15.396
O -16.633 9.431 15.743
O -18.574 8.451 15.146
C -17.959 7.179 15.070
H -17.843 12.317 14.350
H -16.820 11.756 15.785
H -18.398 12.467 15.996
H -17.459 6.867 15.991
H -17.218 7.128 14.271
H -18.788 6.492 14.911
C -11.867 9.394 10.846
O -12.473 9.786 12.074
C -12.664 8.897 13.024
O -12.642 7.689 12.924
O -13.104 9.563 14.083
C -13.428 8.789 15.231
H -10.911 8.921 11.081
H -11.764 10.192 10.127
H -12.387 8.511 10.462
H -13.722 9.437 16.051
H -12.648 8.042 15.356
H -14.381 8.270 15.078
C -15.273 8.911 21.856
O -14.168 8.051 22.074
C -13.588 7.983 23.258
O -13.836 8.632 24.238
O -12.656 7.028 23.141
C -11.872 6.711 24.277
H -15.861 8.524 21.030
H -14.949 9.938 21.681
H -15.910 8.941 22.743
H -11.627 7.605 24.850
H -10.950 6.241 23.941
H -12.335 5.976 24.938
C -14.127 -4.696 21.759
O -13.516 -4.245 20.584
C -14.079 -3.219 19.969
O -15.141 -2.754 20.289
O -13.328 -2.768 18.984
C -13.705 -1.505 18.441
H -14.190 -3.924 22.531
H -13.530 -5.502 22.183
H -15.149 -5.065 21.656
H -14.084 -0.855 19.225
H -14.478 -1.619 17.680
H -12.804 -1.123 17.967